(1)
Formula: C4H11N2
Source: the Open Molecules 2025 dataset
Level of theory: ωB97M-V/def2-TZVPD

Element x y z (Å)
N -1.389 -0.610 0.401
N 0.189 0.215 2.583
C -0.330 -1.331 0.781
C 0.232 -2.164 -1.481
C 0.486 -0.925 1.806
C 0.023 -2.573 -0.029
H -0.673 -1.693 -1.826
H -0.686 0.576 2.310
H 1.376 -1.508 2.148
H 0.928 -3.044 0.373
H 0.594 10.426 -3.232
H 0.888 0.910 2.537
H -2.234 -1.137 0.316
H 0.467 -3.035 -2.176
H -0.803 -3.318 0.053
H 1.028 -1.510 -1.577
H -0.096 10.722 -2.987

Output
Net charge: +1

Let us look at the Mulliken charges, expressed in e, one per atom: N -0.505; N -0.311; C 0.683; C -1.184; C -0.192; C -0.483; H 0.370; H 0.312; H 0.351; H 0.334; H -0.002; H 0.303; H 0.307; H 0.312; H 0.301; H 0.401; H 0.002

***

(2)
Formula: C6H10O
Source: the Open Molecules 2025 dataset
Level of theory: ωB97M-V/def2-TZVPD

Element x y z (Å)
O 1.671 0.541 1.414
C -0.175 -0.908 1.077
C -0.054 1.160 0.030
C 1.471 0.906 0.034
C -0.928 -0.865 -1.435
C -0.847 -0.147 -0.082
C 0.572 0.069 2.019
H -0.867 -1.515 1.668
H -0.237 1.442 1.096
H -1.422 -0.237 -2.188
H 0.630 -1.566 0.715
H 0.057 -1.146 -1.825
H 2.057 1.817 -0.126
H -1.870 0.098 0.222
H -1.519 -1.788 -1.353
H 1.845 0.150 -0.677
H -0.384 1.989 -0.589

Let us look at the Mulliken charges, expressed in e, one per atom: O -0.149; C -0.434; C -0.720; C -0.423; C -1.417; C 0.333; C -0.634; H 0.398; H 0.403; H 0.367; H 0.289; H 0.295; H 0.295; H 0.305; H 0.369; H 0.247; H 0.474

***

(3)
Formula: C5H12OS
Source: the Open Molecules 2025 dataset
Level of theory: ωB97M-V/def2-TZVPD

Element x y z (Å)
S 1.287 -0.524 0.218
O 1.246 -1.230 1.459
C -1.622 -0.506 0.234
C -0.325 1.420 -0.890
C -1.439 -2.062 -0.395
C -0.184 0.396 0.199
C 2.452 0.769 0.463
H -0.323 1.147 -1.927
H -2.424 -2.530 -0.440
H 3.290 0.414 1.009
H 2.760 1.250 -0.571
H -0.162 1.012 1.138
H 1.914 1.507 1.033
H -2.390 -0.040 -0.357
H -0.890 -1.880 -1.410
H 0.597 2.090 -0.787
H -0.713 -2.601 0.207
H -1.204 1.937 -0.530
H -1.870 -0.569 1.348

Let us look at the Mulliken charges, expressed in e, one per atom: S 0.511; O -0.635; C -0.668; C -1.367; C -1.002; C 0.124; C -0.997; H 0.284; H 0.377; H 0.418; H 0.281; H 0.317; H 0.308; H 0.413; H 0.241; H 0.373; H 0.289; H 0.419; H 0.315

***

(4)
Formula: C48H104ClNO15
Source: the Open Molecules 2025 dataset
Level of theory: ωB97M-V/def2-TZVPD

Element x y z (Å)
Cl 0.397 -3.839 1.153
O -2.229 -0.318 -9.160
O -3.015 -0.090 0.806
O -0.412 -9.139 -2.907
O -4.414 4.867 -0.796
O -5.887 1.742 3.563
O -0.531 -1.566 0.551
O -1.849 2.974 -5.592
O -2.477 2.476 -0.527
O 3.841 6.097 4.655
O 8.009 -0.709 5.229
O 0.676 0.888 4.802
O 4.272 -2.710 2.948
O 2.289 -3.986 -4.450
O -1.113 -0.055 -1.101
O 2.534 -2.185 4.237
N -3.048 0.608 -2.996
C -1.142 1.629 -10.102
C -6.363 6.266 -1.126
C 4.479 3.953 3.734
C 1.850 -6.352 -4.142
C 3.016 2.048 0.687
C 0.197 0.782 6.144
C -8.106 1.011 2.930
C 1.220 1.207 -0.731
C -1.833 -1.135 -1.661
C 2.133 -5.017 -3.473
C 4.457 5.461 3.536
C -1.570 -8.546 -3.496
C 4.577 -1.096 4.724
C -0.683 -0.182 0.238
C -1.744 1.774 1.714
C 9.627 -1.367 6.908
C -1.739 0.308 1.258
C -2.290 1.688 -3.581
C -5.418 5.244 -1.740
C -3.092 0.974 -5.909
C 1.357 0.591 7.109
C 0.612 0.595 0.368
C -0.981 0.194 -9.624
C 3.765 -2.672 0.568
C -7.688 3.348 3.765
C 1.563 -2.128 -0.645
C 1.259 0.692 1.599
C -4.773 5.766 -3.015
C -1.996 -7.324 -2.695
C 4.484 -1.969 1.721
C 7.461 -0.262 7.548
C 0.736 -2.122 0.637
C 2.401 1.924 -0.557
C 3.679 -2.012 3.942
C -2.438 -0.706 -3.009
C -0.411 -0.702 -10.713
C 8.561 -0.361 6.500
C -7.122 2.169 2.990
C 3.365 -5.085 -2.583
C 3.741 5.843 2.249
C -1.926 2.918 0.691
C -3.846 -0.546 1.845
C -2.688 -9.572 -3.595
C -0.646 3.734 0.428
C 3.021 -1.714 -0.395
C 2.432 1.408 1.774
C -2.011 1.630 -5.095
C -0.817 -0.346 6.250
H 4.978 3.444 2.907
H 0.789 1.162 -1.716
H -2.799 1.003 -6.956
H -1.658 -0.811 -3.770
H -5.967 4.328 -1.960
H -0.188 2.050 -10.424
H 5.553 -1.939 1.522
H 0.563 -0.345 -11.051
H 9.020 0.617 6.357
H 2.701 5.505 2.277
H -7.900 3.058 4.798
H -0.348 -1.301 5.997
H -3.995 0.212 2.614
H 9.189 -2.363 7.011
H -1.838 1.672 -10.945
H -6.815 5.872 -0.215
H 6.966 -1.230 7.669
H -0.872 2.011 2.317
H 1.010 0.548 8.143
H 1.141 -1.434 -1.369
H -8.613 3.712 3.315
H 3.540 -4.117 -2.111
H -1.072 1.104 -5.292
H -2.362 -10.437 -4.173
H -3.215 -1.430 -3.252
H -5.816 7.175 -0.859
H -4.820 -0.752 1.407
H 3.903 2.656 0.769
H 0.809 0.207 2.454
H -0.805 4.791 0.629
H 5.282 -0.592 4.067
H -1.172 -1.978 -1.876
H -1.357 1.767 -3.022
H 2.072 1.410 7.017
H -0.301 -1.724 -10.349
H -1.270 -8.235 -4.497
H 7.861 0.040 8.516
H 6.703 0.459 7.245
H 4.142 -0.944 1.864
H -4.181 6.661 -2.800
H -9.043 1.310 2.457
H -1.514 -0.269 2.162
H -0.294 1.734 6.351
H 4.511 -3.212 -0.007
H -0.983 3.275 -5.306
H 2.867 1.482 2.758
H -2.258 -7.611 -1.674
H 0.186 3.415 1.054
H -1.085 -0.728 -11.574
H 3.045 -4.218 -5.000
H -2.624 -1.500 -1.015
H 3.458 3.567 3.809
H -4.057 1.471 -5.813
H 1.565 -3.117 -1.092
H 4.222 5.394 1.378
H -1.639 -0.186 5.551
H -3.202 -0.076 -5.657
H 2.684 -6.644 -4.787
H -5.525 6.024 -3.762
H -3.575 -9.150 -4.071
H -2.626 3.619 1.153
H 2.845 2.411 -1.413
H -1.225 -0.419 7.259
H 3.734 6.926 2.123
H -0.653 -9.422 -2.018
H -0.321 0.174 -8.756
H 7.589 -1.571 5.324
H -7.683 0.178 2.369
H -2.860 -6.833 -3.146
H 3.956 -0.357 5.214
H 5.479 5.841 3.510
H -2.582 1.831 2.408
H -6.061 1.452 4.465
H -1.548 2.254 -9.305
H 10.407 -1.426 6.149
H 0.962 -6.282 -4.772
H -4.101 5.020 -3.440
H 3.249 -5.838 -1.802
H 1.313 -1.733 1.473
H 3.062 -3.378 0.992
H -1.179 -6.603 -2.635
H -3.473 -1.476 2.281
H 3.053 -0.702 0.015
H 5.122 -1.665 5.470
H -3.900 5.651 -0.578
H 3.524 -1.660 -1.357
H 10.085 -1.094 7.859
H -6.969 4.167 3.793
H 2.932 5.783 4.705
H 1.116 0.057 4.586
H -7.158 6.537 -1.821
H -2.821 2.623 -3.404
H -0.343 3.611 -0.607
H -3.325 2.904 -0.658
H -6.873 2.486 1.976
H -2.845 -0.318 -9.900
H -2.968 -9.926 -2.599
H -3.991 0.579 -3.345
H 1.689 -7.140 -3.405
H 1.885 -0.339 6.886
H 4.997 3.699 4.657
H 4.253 -5.331 -3.172
H -8.330 0.651 3.938
H 1.271 -4.723 -2.873

Output
SMILES: CO[C@H](C[C@@H](C)O)[C@](OCCNC[C@@H](C)O)(O[C@@H](Cl)CCCCOC(C)=O)c1ccccc1.CC(C)O.CC(C)O.CC(C)O.CC(C)O.CC(C)O.CC(C)O.CC(C)O.CC(C)O

These are the Mulliken partial charges, in e, on atoms 1 to 99: Cl -0.241; O -0.528; O -0.322; O -0.546; O -0.313; O -0.444; O -0.412; O -0.651; O -0.053; O -0.565; O -0.499; O -0.255; O -0.474; O -0.577; O 0.391; O -0.544; N -0.073; C -1.226; C -1.437; C -0.800; C -1.556; C -0.813; C 0.465; C -1.291; C -0.106; C -0.136; C 0.945; C 0.246; C 0.522; C -0.788; C -0.240; C -1.060; C -1.279; C -1.022; C 0.407; C 0.462; C -1.437; C -1.286; C 1.618; C 0.521; C -1.284; C -1.402; C 0.061; C 0.296; C -1.166; C -1.040; C 0.097; C -1.178; C 0.996; C -1.071; C 0.707; C -1.299; C -1.399; C 0.372; C 0.568; C -1.236; C -1.045; C 0.518; C -0.722; C -1.453; C -1.381; C -0.302; C -1.334; C 0.694; C -1.198; H 0.302; H 0.165; H 0.262; H 0.305; H 0.260; H 0.377; H 0.430; H 0.372; H 0.280; H 0.168; H 0.388; H 0.273; H 0.204; H 0.329; H 0.325; H 0.325; H 0.286; H 0.054; H 0.449; H -0.438; H 0.384; H 0.174; H 0.175; H 0.340; H 0.510; H 0.361; H 0.245; H 0.478; H 0.160; H 0.433; H 0.440; H 0.057; H -0.441; H 0.290

***

Calculated total energy, respectively: -268.1131, -309.7136, -671.0445, -3534.7714 Eh.
HOMO energy, respectively: -15.181, -8.006, -8.686, -7.807 eV.